[1]
{
  "formula": "C22H44NO4PtS3Si",
  "method": "ωB97M-V/def2-TZVPD",
  "species": ["Pt", "C", "C", "S", "C", "C", "S", "H", "H", "H", "H", "H", "H", "O", "C", "C", "C", "C", "C", "C", "N", "H", "H", "H", "H", "H", "H", "H", "H", "H", "H", "H", "C", "C", "C", "C", "O", "Si", "S", "O", "C", "C", "C", "C", "O", "C", "C", "C", "C", "H", "H", "H", "H", "H", "H", "H", "H", "H", "H", "H", "H", "H", "H", "H", "H", "H", "H", "H", "H", "H", "H", "H", "H", "H", "H", "H"],
  "coordinates": [[0.0793, 0.3002, 1.9471], [3.7661, -0.2601, 4.6454], [2.6228, -0.4014, 3.6888], [1.4671, 0.7873, 3.6284], [2.4975, -1.4939, 2.8167], [3.4666, -2.6404, 2.7920], [1.2030, -1.5415, 1.7793], [3.7557, 0.7159, 5.1248], [4.7198, -0.3868, 4.1320], [3.7034, -1.0246, 5.4221], [4.4900, -2.2852, 2.9131], [3.3986, -3.1935, 1.8582], [3.2562, -3.3307, 3.6120], [-1.6286, 1.2589, 3.0922], [-2.5357, 0.6252, 3.6434], [-2.7174, -0.8507, 3.5124], [-3.4981, -0.9680, 2.1764], [-4.7666, -0.1004, 2.0540], [-4.5414, 1.4167, 1.8760], [-4.2604, 2.1848, 3.1830], [-3.5969, 1.2939, 4.1560], [-3.3101, -1.2489, 4.3365], [-1.7666, -1.3818, 3.4586], [-3.7611, -2.0157, 2.0268], [-2.8186, -0.6930, 1.3654], [-5.4363, -0.2878, 2.9014], [-5.3042, -0.4601, 1.1757], [-5.4257, 1.8517, 1.4090], [-3.7170, 1.5681, 1.1738], [-5.1825, 2.5276, 3.6480], [-3.6329, 3.0548, 3.0078], [-4.2544, 0.6801, 4.6137], [3.8068, 0.5650, 0.2660], [3.1498, 0.9783, -1.0440], [4.0804, 0.7520, -2.2237], [2.6860, 2.4253, -0.9753], [2.0285, 0.0825, -1.2204], [0.5054, 0.1949, -1.7242], [-0.8085, 0.7280, -0.0372], [-0.0513, -1.1874, -2.3211], [0.0355, -2.6143, -2.1650], [-1.0234, -3.0304, -1.1525], [1.4319, -3.0176, -1.7182], [-0.2666, -3.1973, -3.5380], [0.3075, 1.3911, -2.7777], [-0.7942, 2.0097, -3.4857], [-0.2178, 2.4581, -4.8194], [-1.9170, 1.0036, -3.6884], [-1.2627, 3.2039, -2.6674], [4.6712, 1.1964, 0.4734], [4.1365, -0.4741, 0.2116], [3.0910, 0.6712, 1.0873], [4.9794, 1.3612, -2.1230], [3.5815, 1.0236, -3.1535], [4.3740, -0.2960, -2.2771], [3.5443, 3.0776, -0.8118], [1.9867, 2.5657, -0.1477], [2.1956, 2.7211, -1.9004], [-0.8614, -2.5203, -0.1985], [-0.9862, -4.1063, -0.9807], [-2.0173, -2.7691, -1.5160], [1.6768, -2.5904, -0.7470], [2.1754, -2.6728, -2.4364], [1.4936, -4.1040, -1.6474], [-1.2372, -2.8480, -3.8890], [-0.2841, -4.2863, -3.4930], [0.4942, -2.8905, -4.2550], [0.1697, 1.6018, -5.3702], [0.5934, 3.1683, -4.6620], [-0.9884, 2.9398, -5.4215], [-1.5749, 0.1557, -4.2807], [-2.7489, 1.4812, -4.2069], [-2.2863, 0.6313, -2.7304], [-0.4179, 3.8501, -2.4280], [-1.7323, 2.8832, -1.7373], [-1.9901, 3.7835, -3.2360]],
  "forces_ev_per_angstrom": [[-0.251, -0.024, 0.667], [-0.024, 0.018, -0.023], [0.268, -0.024, -0.134], [-0.229, 0.142, 0.516], [0.245, -0.124, 0.108], [-0.096, 0.018, 0.076], [0.190, -0.266, -0.477], [-0.012, -0.001, 0.018], [0.007, 0.010, -0.015], [0.004, -0.033, -0.003], [-0.011, 0.019, -0.036], [-0.015, -0.016, -0.018], [0.031, 0.017, 0.027], [0.418, 0.386, -0.585], [-0.221, -0.186, 0.056], [0.088, -0.030, -0.033], [-0.018, 0.023, -0.051], [-0.016, 0.015, 0.030], [-0.003, -0.003, -0.004], [-0.040, 0.077, -0.033], [0.043, -0.002, 0.019], [0.010, -0.008, 0.022], [-0.030, 0.016, -0.002], [-0.018, -0.003, 0.060], [-0.036, -0.064, -0.004], [-0.014, -0.018, -0.010], [0.008, 0.014, -0.004], [0.013, 0.016, -0.018], [0.014, -0.015, 0.016], [0.006, -0.019, 0.023], [-0.015, 0.005, 0.002], [0.005, 0.001, -0.021], [-0.059, 0.040, 0.015], [-0.030, -0.025, -0.010], [0.029, 0.045, 0.025], [0.004, 0.009, 0.050], [-0.013, -0.119, 0.065], [-0.218, 0.041, 0.070], [-0.335, 0.026, -0.172], [0.096, 0.020, -0.047], [-0.029, 0.033, -0.036], [0.059, 0.018, 0.055], [-0.010, 0.000, -0.014], [-0.034, -0.002, 0.048], [0.124, 0.022, 0.001], [0.036, -0.058, -0.019], [-0.042, 0.001, 0.018], [-0.016, 0.031, -0.004], [0.006, 0.000, -0.022], [0.022, -0.001, -0.004], [-0.005, -0.021, 0.003], [0.104, 0.039, -0.105], [0.008, 0.006, -0.002], [-0.019, 0.007, -0.027], [0.005, -0.024, -0.004], [0.008, 0.004, 0.008], [-0.013, 0.001, -0.002], [0.006, 0.005, -0.010], [0.000, -0.029, -0.031], [-0.010, -0.023, -0.003], [-0.008, 0.022, -0.002], [0.003, 0.009, 0.023], [0.011, 0.008, -0.019], [0.007, -0.015, 0.000], [-0.018, 0.002, -0.002], [0.005, -0.022, -0.001], [0.012, 0.013, -0.011], [0.008, -0.020, -0.009], [0.019, 0.013, 0.007], [-0.006, 0.007, -0.007], [0.007, -0.016, 0.000], [-0.001, 0.001, -0.015], [-0.010, 0.002, 0.012], [0.006, 0.010, -0.007], [0.008, -0.010, 0.027], [-0.020, 0.006, -0.006]],
  "mulliken_charge": [1.62, -1.48, 0.81, -0.26, 0.19, -1.58, -0.32, 0.45, 0.34, 0.34, 0.39, 0.41, 0.37, -0.67, 0.56, -0.91, 0.40, -1.12, -0.01, -0.93, -0.21, 0.38, 0.21, 0.44, -0.30, 0.31, 0.48, 0.46, -0.02, 0.42, 0.29, 0.38, -1.34, 1.64, -1.82, -1.49, 0.51, -0.67, -0.62, 0.15, 1.87, -1.35, -1.42, -1.90, -0.17, 1.68, -1.71, -1.50, -1.37, 0.49, 0.30, 0.02, 0.45, 0.34, 0.31, 0.52, 0.23, 0.26, 0.06, 0.50, 0.32, 0.06, 0.34, 0.57, 0.38, 0.44, 0.40, 0.37, 0.33, 0.44, 0.30, 0.55, 0.19, 0.28, 0.12, 0.49],
  "de_lowest_kj_mol": 66.56,
  "mol_weight_g_mol": 705.96,
  "gap_ev": [6.20, 5.71],
  "e_tot_ev": -76838.6198,
  "charge": 1,
  "spin_multiplicity": 1
}

***

[2]
{
  "formula": "C22H44NO4RbSi4Te",
  "method": "ωB97M-V/def2-TZVPD",
  "species": ["Rb", "O", "C", "O", "C", "O", "O", "C", "Si", "C", "C", "C", "C", "C", "C", "C", "C", "N", "Si", "C", "C", "C", "H", "H", "H", "H", "H", "H", "H", "H", "H", "H", "H", "H", "H", "H", "H", "H", "H", "H", "H", "H", "H", "H", "C", "Si", "C", "C", "C", "Te", "C", "Si", "C", "C", "C", "H", "H", "H", "H", "H", "H", "H", "H", "H", "H", "H", "H", "H", "H", "H", "H", "H", "H", "H", "H", "H", "H"],
  "coordinates": [[1.6676, 1.9871, 0.1493], [4.4093, 2.0990, 0.4112], [4.1165, 0.9121, 0.6851], [4.2956, -0.1067, -0.0088], [3.2372, 0.7087, 2.0343], [3.1352, 1.6811, 2.7936], [2.5901, -0.3794, 2.1456], [-1.4463, 0.1618, -1.7896], [-1.7972, 2.0209, -1.8225], [-3.5978, 2.1297, -2.4149], [-0.7751, 2.6492, -3.2734], [-1.5876, 2.8976, -0.2384], [-1.0255, 4.2191, -0.2250], [-1.4939, 5.2606, 0.6390], [-0.9116, 6.5001, 0.6490], [0.1561, 6.7748, -0.2090], [0.5648, 5.7344, -1.0220], [0.0337, 4.5166, -1.0364], [-2.4442, 2.3046, 1.2609], [-1.5106, 2.7307, 2.8442], [-4.2286, 2.9281, 1.4919], [-2.6314, 0.4313, 1.3254], [-1.4460, -0.1967, -2.8256], [-2.1914, -0.4156, -1.2410], [-0.4689, -0.0805, -1.3592], [-3.7549, 1.5928, -3.3558], [-3.8825, 3.1758, -2.5571], [-4.2729, 1.7067, -1.6651], [-1.1271, 2.1272, -4.1708], [0.2870, 2.4287, -3.1495], [-0.8599, 3.7252, -3.4178], [-2.3405, 5.0685, 1.2804], [-1.2923, 7.2643, 1.3201], [0.6560, 7.7336, -0.2316], [1.4059, 5.8802, -1.6980], [-1.1584, 3.7618, 2.8744], [-0.6344, 2.0847, 2.9533], [-2.1474, 2.5647, 3.7195], [-4.2810, 4.0012, 1.6820], [-4.7057, 2.4165, 2.3354], [-4.8186, 2.7286, 0.5934], [-1.6896, -0.0908, 1.1472], [-3.3695, 0.0558, 0.6114], [-2.9757, 0.1614, 2.3288], [2.4033, -1.7091, -3.3840], [1.7094, -3.3390, -2.7781], [3.1352, -4.5010, -2.4114], [0.6958, -4.1110, -4.1667], [0.6889, -3.0529, -1.2663], [1.8267, -1.8284, 0.1776], [0.3648, -2.2473, 1.6961], [0.9125, -3.6130, 2.8255], [2.5105, -3.1553, 3.6644], [1.1311, -5.2198, 1.8782], [-0.3995, -3.9221, 4.1430], [2.9891, -1.8475, -4.2978], [3.0566, -1.2488, -2.6370], [1.5984, -1.0004, -3.5960], [3.7525, -4.6427, -3.3028], [2.7682, -5.4802, -2.0907], [3.7675, -4.1044, -1.6154], [1.3154, -4.2815, -5.0520], [-0.1353, -3.4637, -4.4536], [0.2793, -5.0714, -3.8528], [0.4047, -3.9943, -0.7879], [-0.2190, -2.4899, -1.5005], [-0.5792, -2.4493, 1.1850], [0.2748, -1.3132, 2.2529], [3.3222, -3.0804, 2.9394], [2.7682, -3.9054, 4.4196], [2.4341, -2.1719, 4.1305], [1.8460, -5.0922, 1.0623], [0.1872, -5.5710, 1.4542], [1.5145, -5.9955, 2.5481], [-0.5634, -3.0248, 4.7436], [-0.0937, -4.7283, 4.8164], [-1.3553, -4.2000, 3.6924]],
  "forces_ev_per_angstrom": [[-0.948, 0.577, -0.377], [0.109, -0.170, -0.034], [0.225, -0.133, 0.443], [0.133, -0.094, -0.087], [0.281, -0.015, -0.029], [0.019, 0.003, 0.116], [0.069, -0.022, 0.023], [0.067, -0.024, -0.092], [0.079, -0.132, 0.113], [-0.056, 0.016, 0.001], [0.022, -0.063, -0.078], [0.115, 0.227, 0.087], [0.051, -0.096, 0.103], [0.003, -0.052, -0.042], [-0.012, 0.038, 0.050], [0.009, -0.005, -0.020], [0.048, -0.016, -0.001], [0.062, -0.089, -0.085], [-0.018, 0.070, -0.119], [0.020, -0.016, 0.078], [-0.052, -0.046, 0.090], [-0.078, -0.074, -0.019], [0.000, -0.051, 0.009], [-0.017, 0.020, 0.000], [-0.005, 0.015, -0.006], [-0.010, -0.001, -0.010], [-0.017, 0.009, -0.020], [-0.009, -0.014, -0.001], [0.026, 0.052, -0.045], [0.001, 0.002, 0.029], [-0.053, 0.024, -0.014], [-0.086, -0.018, 0.040], [0.009, 0.004, -0.013], [-0.009, 0.006, 0.002], [-0.012, 0.003, -0.008], [0.002, 0.024, 0.004], [0.008, -0.001, -0.008], [0.007, -0.002, 0.000], [0.010, 0.070, 0.006], [-0.024, 0.017, -0.010], [0.006, -0.024, -0.005], [0.014, 0.011, -0.015], [0.017, 0.006, 0.007], [-0.014, -0.022, 0.004], [0.059, 0.019, -0.075], [0.021, 0.153, 0.070], [0.024, -0.108, -0.002], [0.014, -0.050, -0.076], [-0.127, 0.012, 0.151], [0.176, 0.001, -0.112], [-0.123, 0.103, -0.027], [0.042, 0.190, -0.124], [0.060, -0.088, 0.094], [0.033, -0.104, 0.007], [-0.038, -0.044, 0.080], [-0.018, 0.029, -0.017], [0.000, -0.013, 0.020], [-0.006, 0.010, -0.015], [0.020, -0.029, 0.006], [0.011, -0.012, -0.010], [-0.011, 0.045, 0.007], [-0.021, -0.015, -0.025], [-0.014, 0.024, 0.002], [-0.007, -0.018, -0.007], [0.000, -0.028, -0.009], [-0.043, -0.075, -0.043], [-0.008, -0.003, 0.023], [-0.003, -0.019, 0.034], [-0.004, -0.015, -0.028], [0.056, 0.032, 0.016], [-0.028, 0.002, 0.015], [0.005, 0.029, 0.001], [-0.018, -0.009, -0.004], [-0.015, -0.035, -0.029], [0.009, 0.017, 0.006], [-0.023, -0.005, 0.019], [-0.014, -0.011, -0.011]],
  "mulliken_charge": [1.10, -0.76, 0.53, -0.70, 0.03, -0.68, -0.45, -0.57, -0.14, -1.26, -0.97, 1.20, 0.06, -0.53, -0.54, -0.57, -0.50, -0.17, -0.01, -1.10, -1.22, -0.67, 0.39, 0.42, -0.21, 0.33, 0.29, 0.27, 0.29, 0.24, 0.29, 0.10, 0.38, 0.37, 0.33, 0.35, 0.37, 0.31, 0.33, 0.30, 0.29, -0.17, 0.36, 0.37, -0.88, 0.20, -1.03, -1.07, -0.76, 0.16, -0.69, 0.28, -0.98, -0.98, -1.09, 0.33, 0.36, 0.17, 0.31, 0.29, 0.30, 0.27, 0.28, 0.29, 0.36, 0.33, 0.55, 0.29, 0.30, 0.35, 0.28, 0.20, 0.29, 0.34, 0.29, 0.29, 0.30],
  "de_lowest_kj_mol": 49.49,
  "mol_weight_g_mol": 712.01,
  "gap_ev": 5.78,
  "e_tot_ev": -72673.4389,
  "charge": -2,
  "spin_multiplicity": 1
}